# 1
The following is a DFT calculation (wB97M-V/def2-TZVPD) of one molecule with the formula C22H34N4O.

ORCA input file:
```
! wB97M-V def2-TZVPD RIJCOSX def2/J DEFGRID3
* xyz 0 1
C -6.398 1.939 -3.853
C -5.530 2.351 -2.672
C -4.970 1.127 -1.943
N -4.181 1.496 -0.800
N -4.741 1.507 0.408
C -3.805 1.914 1.243
C -2.607 2.185 0.565
C -1.303 2.632 1.138
N -0.274 1.626 0.912
C 1.049 2.092 1.280
C 2.094 1.037 0.914
N 1.744 -0.215 1.543
C 2.805 -1.165 1.739
C 3.473 -1.779 0.484
C 4.719 -2.506 0.887
C 5.929 -1.830 0.994
C 7.072 -2.489 1.408
C 7.022 -3.835 1.726
C 5.821 -4.517 1.627
C 4.679 -3.856 1.213
C 0.428 -0.687 1.163
C 0.226 -0.961 -0.342
C -0.994 -1.835 -0.624
O -1.153 -2.090 -2.002
C -0.560 0.392 1.621
C -2.891 1.902 -0.762
C -2.013 1.996 -1.956
H -6.793 2.816 -4.358
H -5.820 1.360 -4.571
H -7.234 1.330 -3.516
H -4.705 2.975 -3.022
H -6.118 2.938 -1.965
H -4.364 0.525 -2.627
H -5.795 0.515 -1.569
H -4.012 2.002 2.291
H -1.434 2.850 2.212
H -0.978 3.554 0.643
H 1.113 2.296 2.364
H 1.261 3.019 0.740
H 2.159 0.962 -0.184
H 3.069 1.354 1.292
H 2.414 -1.976 2.359
H 3.585 -0.654 2.316
H 3.718 -0.976 -0.214
H 2.784 -2.473 0.001
H 5.974 -0.779 0.744
H 8.007 -1.951 1.482
H 7.914 -4.351 2.048
H 5.775 -5.569 1.873
H 3.745 -4.394 1.135
H 0.237 -1.608 1.724
H 0.097 -0.002 -0.846
H 1.104 -1.455 -0.758
H -0.883 -2.817 -0.158
H -1.902 -1.363 -0.224
H -1.149 -1.245 -2.465
H -0.463 0.526 2.712
H -1.584 0.090 1.401
H -2.233 2.895 -2.532
H -2.148 1.136 -2.612
H -0.979 2.040 -1.627
*
```

SMILES string: CCCn1ncc(CN2CCN(CCc3ccccc3)[C@H](CCO)C2)c1C
Gap between HOMO and LUMO (eV): 8.75
LUMO level (eV): 0.658

---

# 2
The following is a DFT calculation (wB97M-V/def2-TZVPD) of one molecule with the formula C22H34N4O2S.

ORCA input file:
```
! wB97M-V def2-TZVPD RIJCOSX def2/J DEFGRID3
* xyz 0 1
C -2.171 2.789 2.372
C -2.355 1.318 2.678
O -2.317 0.890 3.815
N -2.603 0.498 1.620
C -2.377 0.826 0.233
C -0.997 0.319 -0.198
C -0.910 -1.192 0.064
N 0.352 -1.784 -0.374
C 0.230 -2.874 -1.321
C -0.028 -2.399 -2.756
N -1.337 -1.781 -2.905
C -2.401 -2.755 -3.090
C -3.745 -2.026 -3.094
O -3.805 -1.061 -4.115
C -2.754 -0.133 -3.985
C -1.389 -0.823 -3.998
C 1.582 -1.225 -0.177
S 2.858 -1.623 -1.156
N 1.683 -0.395 0.893
C 2.640 0.540 1.294
C 2.362 1.218 2.483
C 3.223 2.185 2.970
C 2.927 2.904 4.251
C 4.376 2.479 2.251
C 4.663 1.822 1.064
C 5.919 2.131 0.307
C 3.791 0.854 0.586
C -1.293 -1.554 1.510
C -2.649 -0.932 1.849
H -2.081 3.318 3.317
H -3.025 3.182 1.826
H -1.266 2.954 1.791
H -2.457 1.899 0.070
H -3.155 0.332 -0.361
H -0.849 0.494 -1.264
H -0.237 0.879 0.347
H -1.667 -1.642 -0.585
H -0.569 -3.534 -0.978
H 1.169 -3.430 -1.314
H 0.735 -1.658 -2.999
H 0.099 -3.252 -3.440
H -2.382 -3.480 -2.275
H -2.283 -3.299 -4.044
H -4.563 -2.724 -3.282
H -3.897 -1.543 -2.115
H -2.847 0.554 -4.828
H -2.867 0.427 -3.044
H -0.603 -0.078 -3.859
H -1.242 -1.314 -4.975
H 0.913 -0.445 1.545
H 1.459 0.986 3.034
H 3.659 2.633 5.011
H 2.983 3.982 4.106
H 1.937 2.652 4.622
H 5.055 3.232 2.625
H 5.788 1.936 -0.755
H 6.213 3.169 0.446
H 6.731 1.499 0.667
H 4.016 0.344 -0.334
H -1.342 -2.640 1.611
H -0.571 -1.192 2.244
H -2.893 -1.096 2.899
H -3.436 -1.361 1.222
*
```

SMILES string: CC(=O)N1CCC(N(CCN2CCOCC2)C(=S)Nc2cc(C)cc(C)c2)CC1
Gap between HOMO and LUMO (eV): 8.63
LUMO level (eV): 0.579

---

# 3
The following is a DFT calculation (wB97M-V/def2-TZVPD) of C22H34N5O4SeTi as an isolated structure.

ORCA input file:
```
! wB97M-V def2-TZVPD RIJCOSX def2/J DEFGRID3
* xyz 1 1
Ti -1.165 -0.546 -1.903
N 2.266 0.098 -2.835
C 2.044 1.522 -3.091
C 0.982 2.108 -2.181
N -0.436 1.615 -2.245
C -1.059 1.789 -3.588
C -0.687 0.676 -4.593
N -0.333 -0.583 -3.887
C -1.153 2.465 -1.239
C -2.350 1.772 -0.613
N -1.892 0.448 -0.136
H 2.395 -0.060 -1.837
H 3.115 -0.212 -3.294
H 1.809 1.668 -4.146
H 2.934 2.130 -2.892
H 0.949 3.190 -2.363
H 1.297 1.952 -1.146
H -0.808 2.773 -3.998
H -2.140 1.772 -3.437
H 0.126 0.982 -5.249
H -1.555 0.487 -5.223
H 0.683 -0.574 -3.652
H -0.521 -1.389 -4.472
H -1.441 3.418 -1.691
H -0.444 2.676 -0.437
H -3.172 1.625 -1.317
H -2.716 2.397 0.205
H -2.622 -0.029 0.384
H -1.071 0.535 0.495
O 1.067 -2.784 0.520
C 0.240 -2.474 -0.401
O 0.369 -1.391 -1.052
C -0.993 -3.199 -0.736
C -1.412 -4.430 -0.357
C -2.698 -4.890 -0.777
C -3.494 -4.056 -1.503
C -3.050 -2.755 -1.853
N -1.768 -2.340 -1.509
C -3.693 -1.703 -2.509
O -4.931 -1.664 -3.000
O -2.999 -0.626 -2.644
H 1.437 -1.847 0.861
H -0.768 -5.044 0.258
H -3.036 -5.878 -0.504
H -4.479 -4.390 -1.806
H -5.395 -2.498 -2.859
C 2.640 1.421 7.099
C 2.317 1.110 5.665
C 1.047 1.315 5.147
C 0.742 1.035 3.820
C -0.662 1.286 3.336
C 1.736 0.532 2.976
Se 1.341 0.170 1.126
C 3.024 0.316 3.479
C 4.138 -0.206 2.615
C 3.290 0.605 4.810
H 1.753 1.747 7.640
H 3.386 2.214 7.170
H 3.045 0.547 7.610
H 0.268 1.704 5.793
H -1.285 1.662 4.146
H -1.110 0.366 2.950
H -0.675 2.018 2.523
H 3.831 -1.088 2.053
H 5.005 -0.462 3.223
H 4.445 0.541 1.879
H 4.290 0.431 5.190
*
```

Gap between HOMO and LUMO (spin up / spin down) (eV): 5.43 / 5.39
LUMO level (spin up / spin down) (eV): -3.782 / -3.824

---

# 4
The following is a DFT calculation (wB97M-V/def2-TZVPD) of C22H35ClCsN6O3 as an isolated structure at a distorted geometry.

ORCA input file:
```
! wB97M-V def2-TZVPD RIJCOSX def2/J DEFGRID3
* xyz -1 1
Cs 1.065 -1.239 -0.764
N 0.507 1.176 2.766
C -0.219 2.167 3.540
C -1.406 2.773 2.780
N -2.273 1.742 2.248
C -2.926 0.925 3.258
C -2.245 -0.453 3.443
N -1.748 -0.939 2.175
C -3.177 2.228 1.223
C -2.525 2.597 -0.116
N -1.850 1.466 -0.707
H 1.056 1.618 2.033
H -0.167 0.575 2.286
H 0.461 2.971 3.842
H -0.587 1.689 4.456
H -1.015 3.339 1.934
H -1.949 3.480 3.441
H -3.961 0.741 2.953
H -2.963 1.444 4.229
H -2.976 -1.134 3.922
H -1.390 -0.373 4.118
H -2.489 -1.000 1.486
H -1.321 -1.855 2.257
H -3.756 3.105 1.578
H -3.887 1.423 1.014
H -1.790 3.398 0.004
H -3.343 3.001 -0.746
H -1.496 1.702 -1.627
H -2.471 0.670 -0.804
C -3.008 -3.544 -2.797
C -1.610 -3.146 -2.325
O -1.516 -2.224 -1.510
C -0.488 -3.857 -2.882
C -0.558 -4.430 -4.160
C 0.537 -4.992 -4.767
C 1.758 -5.022 -4.082
C 1.851 -4.540 -2.810
C 0.740 -3.957 -2.118
O 0.845 -3.599 -0.920
H -3.744 -3.112 -2.120
H -3.116 -4.624 -2.807
H -3.202 -3.161 -3.797
H -1.493 -4.381 -4.703
H 0.463 -5.397 -5.767
H 2.634 -5.431 -4.575
H 2.781 -4.594 -2.258
N 2.250 -2.933 4.314
C 2.317 -1.693 3.705
N 1.686 -0.690 4.370
O 2.912 -1.528 2.661
H 2.033 -3.001 5.294
H 2.869 -3.635 3.944
H 1.048 -0.952 5.104
H 1.382 0.106 3.768
Cl 4.583 5.538 -4.851
C 3.813 4.437 -3.722
C 2.605 3.837 -4.059
C 1.983 3.009 -3.163
C 2.522 2.739 -1.864
C 1.885 1.955 -0.933
C 3.778 3.372 -1.588
C 4.397 4.200 -2.482
H 2.162 4.036 -5.027
H 1.038 2.547 -3.436
H 2.276 1.908 0.075
H 0.855 1.654 -1.071
H 4.239 3.192 -0.625
H 5.335 4.682 -2.234
*
```

Gap between HOMO and LUMO (eV): 3.99
LUMO level (eV): 1.883

---

no.,calculated total energy (Ha)
1,-1152.951189
2,-1626.427150
3,-4684.279685
4,-1893.941587